{
  "formula": "C6H6O4S",
  "method": "ωB97M-V/def2-TZVPD",
  "elements": ["C", "C", "C", "C", "C", "C", "O", "O", "O", "O", "S", "H", "H", "H", "H", "H", "H"],
  "xyz": [[-0.09241, -1.34230, -0.16050], [0.41470, -0.77495, -1.39231], [-1.38593, 0.94414, -1.02756], [0.25185, -0.67001, 1.01805], [-0.94553, 1.16233, 0.23004], [0.06645, 1.46004, -0.82049], [1.00303, 0.42206, -1.34618], [-0.25229, -1.13586, 2.20412], [-1.31617, 1.72894, 1.29051], [0.64306, 2.69767, -0.94320], [-1.69310, -0.22685, -2.17200], [-0.70250, -2.22852, -0.15291], [0.71107, -1.47074, -2.19092], [1.10420, -0.04506, 1.08734], [-0.87372, -1.81342, 1.95622], [-0.52231, 2.27509, 1.41774], [1.33309, 2.79649, -1.76675]],
  "relative_energy_kcal_mol": 130.1,
  "e_tot_ha": -931.15919,
  "homo_lumo_gap_ha": 0.2986
}


{
  "formula": "C6H6OS",
  "method": "ωB97M-V/def2-TZVPD",
  "elements": ["O", "C", "S", "C", "C", "C", "C", "C", "H", "H", "H", "H", "H", "H"],
  "xyz": [[1.73029, 1.54799, 0.18674], [1.08397, 0.53111, 0.21892], [1.61387, -1.10344, -0.36765], [-0.35595, 0.50794, 0.68686], [-1.09285, -0.81578, 0.90319], [-2.14213, -0.87309, 0.05398], [-2.10361, 0.32868, -0.79721], [-1.13726, 1.19764, -0.37781], [2.81727, -0.66395, -0.74126], [-0.39427, 1.13151, 1.62382], [-0.92933, -1.50157, 1.73143], [-2.91972, -1.60714, -0.02063], [-2.84568, 0.47560, -1.59405], [-0.90564, 2.17770, -0.73858]],
  "relative_energy_kcal_mol": 6.5,
  "e_tot_ha": -705.61588,
  "homo_lumo_gap_ha": 0.3491
}


{
  "formula": "C6H6S",
  "method": "ωB97M-V/def2-TZVPD",
  "elements": ["C", "C", "C", "C", "C", "C", "H", "H", "H", "H", "H", "H", "S"],
  "xyz": [[-0.34619, -0.72429, -0.97341], [0.95543, -0.41551, -0.09963], [0.11258, -0.69321, 1.00511], [-1.14485, -0.06586, 0.21714], [-0.40087, 1.41911, -0.09897], [0.94865, 1.09770, -0.34409], [2.11915, -0.93996, -0.15950], [-0.10805, -1.83759, 1.07963], [0.23703, -0.61810, 2.18468], [-2.14487, -0.19897, 0.54796], [-1.08623, 2.37902, -0.53592], [1.82910, 1.88417, -0.42294], [-0.97088, -1.28651, -2.40005]],
  "relative_energy_kcal_mol": 128.3,
  "e_tot_ha": -630.20829,
  "homo_lumo_gap_ha": 0.3187
}


{
  "formula": "C6H6S2",
  "method": "ωB97M-V/def2-TZVPD",
  "elements": ["C", "C", "C", "S", "C", "C", "C", "S", "H", "H", "H", "H", "H", "H"],
  "xyz": [[1.46531, 0.17451, -0.94684], [0.07593, 0.33836, -0.62578], [-0.68328, 1.27039, -1.17198], [-2.23658, 1.29134, -0.35088], [-1.67906, 0.26504, 0.88019], [-0.41812, -0.24071, 0.59075], [0.26817, -1.24939, 1.33915], [-0.50112, -1.99091, 2.61657], [1.58570, -0.99282, -0.82729], [1.61730, 0.45148, -1.95958], [2.22758, 0.57854, -0.31754], [-0.58504, 1.61399, -2.11583], [-2.50291, -0.14101, 1.52222], [1.36612, -1.36881, 1.36684]],
  "relative_energy_kcal_mol": 12.0,
  "e_tot_ha": -1028.53666,
  "homo_lumo_gap_ha": 0.2824
}